Entry 1:
The following is a quantum chemistry calculation of a 11-piece molecular cluster, C4H27NO12S overall, from the OMol25 dataset.

Element x y z (Å)
H (-3.430, 3.107, -2.169)
O (-1.368, 0.242, 3.228)
O (-0.931, -1.718, 1.452)
S (-0.928, 2.687, 1.188)
O (-3.170, -1.378, -0.250)
O (0.640, 0.511, -2.559)
H (-2.399, -1.777, -0.651)
H (2.130, -2.797, -1.271)
O (3.630, 0.631, -1.967)
H (-4.385, 0.069, -1.034)
H (3.361, -1.415, 0.208)
H (-1.367, 0.344, -0.007)
O (3.430, 0.952, 1.433)
H (-0.259, -2.491, -1.445)
N (0.562, -0.625, 0.049)
H (-3.312, 2.164, -1.011)
H (-1.322, 0.115, -2.263)
O (1.772, 1.094, 3.925)
H (0.947, -2.262, 1.342)
H (1.105, 0.360, 3.894)
C (0.308, 1.830, 0.066)
H (0.234, 2.621, -0.752)
H (3.027, 0.852, -2.692)
C (-0.327, 0.476, -0.371)
H (1.384, -0.571, -0.594)
C (0.191, -1.570, 0.947)
O (1.303, -3.393, -1.281)
H (1.344, 1.680, 0.530)
H (-4.446, 0.499, 0.370)
H (3.579, -0.838, -1.236)
H (-2.047, 0.256, 2.558)
O (-2.909, 2.383, -1.846)
H (1.290, 1.771, 3.469)
H (-1.256, 3.900, 0.619)
O (-4.612, 0.883, -0.507)
H (3.195, 0.926, -1.165)
O (3.313, -1.644, -0.741)
O (-1.142, -2.281, -1.749)
H (3.089, 1.001, 2.335)
H (4.272, 0.545, 1.415)
H (-3.088, -1.629, 0.640)
C (-0.359, 0.361, -1.920)
H (-1.209, -2.588, -2.665)
H (-1.453, 1.043, 3.732)
H (1.611, -4.329, -1.253)

Cartesian forces (eV/Å) of the 6 atoms listed first:
-0.34 0.54 -0.38
0.66 -0.47 0.39
1.23 0.71 -1.13
0.08 0.16 0.80
-0.97 0.64 -1.35
0.69 0.04 -0.81

* SMILES: O=CN[C@H](C=O)CS.O.O.O.O.O.O.O.O.O.O
* frontier orbital gap: 9.43 eV
* charge: 0

---

Entry 2:
The following is a quantum chemistry calculation of an isolated molecule of C4H4N2O, from the OMol25 dataset.

Element x y z (Å)
N (-1.389, 1.898, -0.166)
O (-1.516, -1.066, 0.296)
C (1.147, 1.445, -0.325)
N (0.791, 0.193, -0.104)
H (-0.493, -2.795, 0.469)
C (-0.473, -1.702, 0.299)
H (1.759, -1.679, 0.095)
C (-0.211, 1.569, -0.222)
H (-2.097, 1.188, 0.006)
H (2.057, 2.002, -0.490)
C (0.838, -1.090, 0.087)

Cartesian forces (eV/Å) of the 6 atoms listed first:
0.65 -0.10 -0.04
0.28 -0.43 0.04
0.00 0.00 0.00
-0.31 -0.01 0.03
0.09 0.08 -0.02
-0.28 0.10 0.01

* frontier orbital gap: 8.41 eV
* charge: 0

---

Entry 3:
The following is a quantum chemistry calculation of an isolated molecule of C8H12O5S, from the OMol25 dataset.

Element x y z (Å)
O (-2.848, -0.995, -1.588)
H (-0.138, 0.800, -1.594)
H (1.883, -1.481, 1.266)
H (0.191, 2.703, 0.501)
C (-2.129, 0.973, -0.040)
H (2.502, -1.339, -0.988)
C (0.835, 0.465, -1.240)
O (1.636, -1.753, -0.920)
C (1.103, -0.721, 1.164)
H (-1.394, 1.219, 0.721)
C (1.225, 2.445, 0.307)
H (-3.135, 1.280, 0.241)
H (-0.599, -2.379, -1.076)
C (-0.058, -1.383, 1.862)
O (-2.988, -1.290, 0.838)
S (-2.272, -0.775, -0.287)
C (1.610, 1.634, -0.675)
C (-0.602, -1.599, -0.321)
O (-0.515, -1.223, 2.942)
H (-1.884, 1.446, -0.985)
C (0.725, -0.787, -0.324)
H (1.507, 0.190, 1.584)
H (1.359, 0.118, -2.127)
H (1.971, 2.895, 0.951)
O (-0.551, -2.289, 0.934)
H (2.565, 1.846, -1.149)

Cartesian forces (eV/Å) of the 6 atoms listed first:
0.42 0.27 -0.33
-0.10 -0.13 0.06
0.10 0.12 0.09
-0.11 -0.77 0.62
0.18 0.17 -0.32
0.04 -0.01 0.04

* SMILES: C=CC[C@@]1(O)CC(=O)O[C@H]1S(C)(=O)=O
* frontier orbital gap: 10.47 eV
* charge: 0

---

Entry 4:
The following is a quantum chemistry calculation of an isolated molecule of C4H10N4O, from the OMol25 dataset.

Element x y z (Å)
H (0.475, 2.613, -0.897)
H (1.408, 2.466, 0.557)
C (0.976, -1.313, -1.186)
C (-0.887, 0.442, -0.691)
O (1.539, 0.644, 2.053)
H (0.723, -1.809, -0.246)
H (0.782, -2.016, -2.004)
H (0.209, 0.142, -2.435)
C (0.449, 0.403, 1.555)
N (-0.526, -0.287, 2.194)
H (-1.392, -0.500, 1.707)
N (0.571, 2.241, 0.036)
H (-1.670, -1.471, -0.465)
H (2.046, -1.108, -1.142)
C (0.020, 1.018, 0.241)
H (-0.326, -0.646, 3.114)
N (0.281, -0.059, -1.445)
N (-1.886, -0.495, -0.283)
H (-2.793, -0.265, -0.664)

Cartesian forces (eV/Å) of the 6 atoms listed first:
-0.16 0.08 0.03
0.03 -0.14 -0.05
0.19 0.08 -0.24
2.03 -0.43 0.06
0.10 -0.22 -0.44
-0.30 0.27 0.03

* SMILES: CN/C(N)=C(\N)C(N)=O
* frontier orbital gap (spin up / spin down): 7.53 / 7.53 eV
* charge: 0

---

Taking the records one at a time from the top gives strongest force on any atom values of 0.046 0.013 0.033 0.043 hartree/bohr.